The following is a DFT calculation (the ωB97M-V functional and the def2-TZVPD basis) of an isolated molecule of C6H7B at a distorted geometry.

Results
HOMO level (spin up / spin down)	-9.210 / -9.209	eV
relative energy (zero: lowest compared OMol25 entry of this formula, charge and spin)	378.4	kJ/mol
calculated total energy	-7004.50064	eV
lowest unoccupied orbital energy (spin up / spin down)	-1.32 / -1.32	eV
spin multiplicity	1

```
14
Properties=species:S:1:pos:R:3:forces:R:3
B -0.5747 -0.4136 0.0081 0.525 -0.809 0.038
C -4.0241 0.6479 -0.0078 -0.896 -0.186 -0.010
C -2.7687 0.7450 -0.0066 1.297 0.544 0.027
C -1.4389 0.9240 0.0188 -0.333 -0.203 -0.039
C 0.6382 0.2683 0.0156 -1.014 0.319 0.117
C -1.2168 -1.8483 -0.0001 0.164 0.000 0.004
C 1.6626 1.2776 -0.0142 -0.063 0.118 -0.397
H -1.0447 1.9297 0.0519 -0.028 0.201 -0.008
H -1.6046 -2.1011 -0.9871 -0.024 0.118 -0.081
H -2.0599 -1.9065 0.6849 -0.065 0.111 0.061
H -0.5063 -2.6249 0.2721 0.117 -0.011 0.028
H 2.5886 0.7763 0.2817 0.109 0.017 0.071
H 1.4841 2.0836 0.7031 0.039 -0.176 0.168
H 1.7963 1.7124 -1.0078 0.171 -0.043 0.020
```
Positions in Å, forces in eV/Å.

Atomic partial charges in e from the natural (NBO) method, atoms 1 to 6:
1. B 0.278
2. C 0.097
3. C -0.444
4. C -0.143
5. C 0.126
6. C -0.888